[1]
{
  "formula": "C4H17N2O4S",
  "method": "wB97M-V/def2-TZVPD",
  "species": ["N", "C", "C", "C", "S", "C", "N", "O", "H", "H", "H", "H", "H", "H", "H", "H", "H", "H", "H", "H", "H", "O", "H", "H", "O", "H", "H", "O"],
  "positions_angstrom": [[-0.3107, 1.6787, 1.2710], [0.2762, 0.3016, 0.9827], [-0.9074, -0.5978, 0.6293], [-0.8985, -1.7593, -0.4017], [0.3478, -2.8955, 0.1310], [1.2274, 0.5204, -0.1406], [2.1800, -0.4644, -0.5030], [1.2122, 1.5950, -0.8002], [0.3467, 2.4058, 1.3763], [-0.9314, 1.5378, 2.0249], [-0.8612, 1.9035, 0.4154], [0.7776, -0.0204, 1.8711], [-1.7629, 0.0826, 0.2702], [-1.2687, -1.1088, 1.5396], [-1.8704, -2.1709, -0.6189], [-0.7951, -1.3250, -1.4437], [0.8372, -3.2821, -1.0488], [2.9823, -0.2507, -1.0007], [2.3576, -1.1510, 0.1931], [-2.1389, 2.0073, -1.7470], [-2.8531, 2.9672, -0.8882], [-2.3311, 2.1487, -0.8294], [2.3610, -2.1083, 3.3165], [1.8753, -3.0559, 2.1774], [1.9491, -2.1245, 2.4465], [-0.0491, 1.5408, -2.4752], [-0.8495, 1.9929, -3.8082], [-0.9023, 1.6323, -2.9393]],
  "atomic_forces_ev_per_a": [[-0.5, -2.0, -2.2], [-0.2, 0.2, -0.5], [-3.3, -0.3, -0.2], [0.7, 2.4, -2.0], [0.1, -1.2, -0.3], [3.8, 0.9, -3.8], [-3.6, 1.2, 2.6], [-0.7, -2.0, 1.6], [1.2, 1.0, 0.5], [-0.9, 0.4, 1.3], [-0.3, 0.4, 0.1], [0.4, -0.4, 0.4], [1.1, -0.9, 0.6], [0.2, 0.6, 0.0], [-0.6, -0.4, 1.2], [1.1, -0.4, 1.0], [-0.1, -0.1, -0.2], [1.3, 1.2, -1.4], [-0.2, -0.8, 0.6], [0.9, -0.6, -1.3], [0.1, -0.3, 0.5], [-0.8, 1.0, 1.4], [0.1, -0.2, 0.0], [0.1, 0.5, 0.3], [0.1, 0.0, 0.0], [-0.2, 0.5, -0.7], [0.7, 0.3, -0.8], [-0.3, -0.8, 1.3]],
  "relative_energy_kcal_mol": 16.42,
  "total_charge": 1,
  "homo_ev": -12.3,
  "homo_lumo_gap_ev": 9.44
}

[2]
{
  "formula": "C4H17NO3",
  "method": "wB97M-V/def2-TZVPD",
  "species": ["C", "C", "N", "C", "C", "H", "H", "H", "H", "H", "H", "H", "H", "H", "H", "H", "O", "H", "H", "O", "H", "H", "O", "H", "H"],
  "positions_angstrom": [[-1.6172, 1.4803, -2.3520], [-0.9198, 0.2094, -1.7166], [0.0761, 0.5030, -0.6085], [0.3152, -0.6109, 0.3588], [1.3168, 0.8441, -1.3150], [-1.1016, 1.9745, -3.0965], [-2.4634, 1.2219, -2.8277], [-1.6846, 2.1253, -1.5268], [-0.5635, -0.3285, -2.5824], [-1.8459, -0.4534, -1.3730], [1.4654, -0.8070, 0.4701], [-0.1959, -1.4899, 0.0911], [0.1100, -0.2532, 1.3503], [1.7350, 0.1428, -2.0211], [1.1546, 1.8272, -1.9664], [2.0471, 1.0243, -0.4146], [3.6286, 0.0196, 1.2227], [3.2909, -0.8020, 1.6668], [3.2827, 0.8085, 1.5571], [0.0451, -1.7022, 2.7102], [-0.0979, -1.5763, 3.6400], [-0.8206, -1.9799, 2.4313], [-2.9861, -0.2774, 0.8296], [-2.4557, 0.2277, 0.2132], [-2.4592, -1.0403, 0.6974]],
  "atomic_forces_ev_per_a": [[3.0, -1.4, 2.9], [-2.6, -0.3, 0.5], [-0.7, -1.0, -2.6], [2.9, 2.1, -0.3], [0.7, 3.4, 1.6], [1.9, 0.9, -1.4], [-3.5, -1.0, -1.0], [-0.9, 1.3, 0.9], [0.9, -0.7, 0.0], [2.1, 1.2, -0.3], [-2.1, 0.0, -0.7], [-0.6, -1.3, -0.2], [-0.7, 0.0, 0.0], [0.0, -0.9, 0.0], [0.4, -1.8, 1.6], [-0.8, 0.0, -2.3], [1.0, -3.2, -0.8], [0.2, 1.8, -0.3], [-1.1, 1.4, 1.3], [0.3, -0.5, 0.5], [0.2, 0.1, 0.9], [-0.5, -0.2, -0.5], [-0.2, 0.7, -0.1], [-0.2, 1.4, -0.1], [0.4, -2.0, 0.4]],
  "relative_energy_kcal_mol": 71.28,
  "homo_ev": -8.7,
  "homo_lumo_gap_ev": 9.14,
  "smiles": "CCN(C)C.O.O.O"
}

[3]
{
  "formula": "C4H17NO4",
  "method": "wB97M-V/def2-TZVPD",
  "species": ["C", "O", "C", "C", "C", "N", "H", "H", "H", "H", "H", "H", "H", "H", "H", "H", "H", "O", "H", "H", "O", "H", "H", "O", "H", "H"],
  "positions_angstrom": [[-0.7956, 0.6842, -0.7701], [0.3036, 1.3380, -0.1814], [1.4828, 0.5546, -0.0398], [2.6425, 1.2813, 0.6157], [3.8521, 0.3199, 0.7858], [2.2828, 1.6907, 1.9556], [-1.6885, 1.3343, -0.8574], [-1.1078, -0.2331, -0.2795], [-0.5347, 0.3462, -1.7767], [1.1926, -0.3757, 0.5577], [1.8345, 0.1988, -0.9994], [2.9453, 2.1222, 0.0312], [4.6539, 0.8150, 1.3413], [4.3000, 0.1123, -0.1947], [3.6566, -0.6676, 1.1576], [1.2737, 1.6755, 2.0874], [2.6599, 1.1018, 2.6949], [-3.6792, -1.1924, -2.3857], [-4.0038, -0.6679, -3.1160], [-3.8311, -0.6997, -1.5925], [-2.5735, -2.9146, -0.0914], [-1.6002, -2.7489, -0.2643], [-2.9127, -2.9213, -0.9693], [-3.7753, -0.3169, 0.5338], [-3.2750, 0.3069, 1.0945], [-3.3030, -1.1436, 0.6626]],
  "atomic_forces_ev_per_a": [[0.0, -0.2, -0.9], [0.2, 0.6, 0.5], [-0.8, -1.5, 0.2], [0.0, -2.0, 1.6], [0.5, 0.9, -1.9], [-0.8, 0.6, 1.1], [0.8, 0.0, 0.3], [0.1, -0.1, 0.7], [0.0, 0.2, -0.3], [0.6, 0.9, -0.4], [-0.1, -0.1, -0.7], [0.1, 0.7, -0.5], [-0.3, -0.1, 0.2], [0.0, 0.2, -0.1], [-0.6, -0.3, 0.7], [0.2, 0.3, -0.1], [0.1, 0.1, -0.5], [0.4, -0.9, -0.7], [-0.1, 0.1, -0.1], [-0.2, 0.7, 1.0], [2.4, 0.4, 0.8], [-1.6, -0.4, 0.5], [-0.8, 0.1, -1.3], [0.3, 0.8, 0.4], [-0.5, -0.3, -0.5], [0.1, -0.7, -0.1]],
  "relative_energy_kcal_mol": 12.71,
  "homo_ev": -9.2,
  "homo_lumo_gap_ev": 9.71,
  "smiles": "COC[C@H](C)N.O.O.O"
}

[4]
{
  "formula": "C4H17NO6",
  "method": "wB97M-V/def2-TZVPD",
  "species": ["C", "C", "O", "C", "C", "N", "O", "H", "H", "H", "H", "H", "H", "H", "H", "H", "O", "H", "H", "O", "H", "H", "O", "H", "H", "O", "H", "H"],
  "positions_angstrom": [[-1.8949, -1.8505, 0.1085], [-1.5671, -1.6826, -1.2891], [-2.0107, -0.4603, -1.8016], [-0.0953, -1.7908, -1.6464], [0.6659, -0.8027, -0.9820], [0.9816, 0.4699, -1.4344], [0.7230, -0.9296, 0.2289], [-2.6687, -2.6260, 0.3957], [-1.0067, -2.0735, 0.7428], [-2.2407, -0.9611, 0.7427], [-2.2685, -2.3962, -2.0226], [-2.2366, 0.2045, -1.1522], [0.2364, -2.8087, -1.5935], [-0.3182, -1.6560, -2.7548], [1.2544, 0.6349, -2.3682], [1.4894, 1.0477, -0.7344], [-0.3407, 2.9840, 0.9678], [-1.2543, 2.9774, 0.6007], [-0.1980, 2.3111, 1.6188], [-0.0310, 0.8398, 2.3707], [-0.5693, 0.3816, 3.0868], [-0.0436, 0.2658, 1.5597], [2.0747, 2.7889, -0.0156], [1.1796, 2.8100, 0.3816], [2.5668, 2.8588, 0.7968], [2.7547, -0.2348, 1.7282], [2.9601, 0.3314, 1.0623], [1.8574, -0.6330, 1.4031]],
  "atomic_forces_ev_per_a": [[-1.1, -0.8, 5.4], [-2.7, -0.9, -2.5], [-0.4, 1.4, -1.0], [-2.2, -1.8, -5.3], [0.6, 4.2, 1.0], [0.3, -1.5, 0.9], [0.3, -0.9, 1.8], [0.8, 0.7, -0.8], [-0.5, -0.4, -0.8], [0.1, -0.5, -1.6], [2.4, 0.9, 2.1], [0.1, -0.1, 0.5], [0.5, -0.4, 0.7], [1.5, 0.3, 0.9], [0.0, 0.1, -1.1], [-0.4, -0.3, -0.7], [-1.1, 1.8, -1.6], [1.2, -0.3, 0.7], [-0.7, -1.2, 1.1], [-1.2, -1.5, 0.7], [1.1, 0.8, -1.6], [0.1, 0.3, 1.0], [-0.1, -0.4, 0.2], [-0.4, 0.4, -0.8], [1.0, 0.1, 0.3], [-2.8, -3.5, 2.5], [1.1, 2.7, -3.0], [2.5, 1.1, 0.8]],
  "relative_energy_kcal_mol": 39.92,
  "homo_ev": -10.3,
  "homo_lumo_gap_ev": 10.56,
  "smiles": "C[C@@H](O)CC(N)=O.O.O.O.O"
}

[5]
{
  "formula": "C4H17NO6",
  "method": "wB97M-V/def2-TZVPD",
  "species": ["C", "C", "C", "O", "N", "C", "O", "H", "H", "H", "H", "H", "H", "H", "H", "H", "O", "H", "H", "O", "H", "H", "O", "H", "H", "O", "H", "H"],
  "positions_angstrom": [[-1.7528, 0.6333, 1.0092], [-0.9014, 1.8616, 0.8902], [0.5318, 1.6075, 1.3749], [0.6622, 1.9738, 2.7854], [-1.0179, 2.4133, -0.4455], [-0.3051, 1.8798, -1.4766], [0.6804, 1.1793, -1.3903], [-2.7827, 0.8223, 0.6103], [-1.8720, 0.1804, 1.9932], [-1.2966, -0.1705, 0.4011], [-1.2596, 2.6065, 1.6484], [0.7404, 0.5104, 1.3252], [1.3511, 2.0790, 0.8851], [-0.0652, 2.5629, 3.0005], [-1.5864, 3.2391, -0.4897], [-0.6826, 2.1188, -2.4895], [-0.7893, -3.0264, 2.4802], [-1.7106, -2.8747, 2.2500], [-0.0922, -2.6111, 1.9744], [2.1787, -2.9122, -1.6771], [3.0241, -2.5494, -1.3858], [2.1392, -2.9474, -2.6420], [0.7254, -1.0794, -3.7387], [1.2593, -0.4536, -4.2363], [0.9132, -0.9630, -2.8005], [0.3294, -2.1845, 0.1799], [0.8475, -2.5111, -0.5775], [0.7316, -1.3849, 0.5414]],
  "atomic_forces_ev_per_a": [[-1.1, -1.3, -0.9], [0.6, 0.7, 1.5], [0.2, -1.2, 1.7], [-0.2, -0.4, -0.8], [0.6, -0.3, 0.5], [-0.2, 0.7, -1.0], [-0.2, -0.5, 0.6], [0.8, -0.1, 0.3], [0.3, 0.5, 0.3], [-0.3, 0.3, 0.0], [-0.1, -0.1, -1.1], [-0.1, 0.8, 0.1], [0.1, 0.6, -0.9], [0.1, 0.0, 0.1], [-0.1, -0.1, -0.8], [-0.1, 0.4, 0.3], [-0.2, -1.0, 1.9], [0.7, 0.5, -0.7], [-0.8, 0.1, -1.0], [0.0, -0.1, 0.0], [-0.1, -0.1, -0.4], [0.2, 0.2, 0.2], [-0.1, -0.5, -0.2], [0.0, 0.1, 0.3], [0.1, 0.4, -0.1], [-0.3, 0.2, 0.2], [0.3, 0.3, 0.3], [0.2, -0.1, -0.6]],
  "relative_energy_kcal_mol": 27.66,
  "homo_ev": -10.3,
  "homo_lumo_gap_ev": 10.68,
  "smiles": "C[C@@H](CO)NC=O.O.O.O.O"
}

[6]
{
  "formula": "C4H17NPZn",
  "method": "wB97M-V/def2-TZVPD",
  "species": ["C", "Zn", "N", "H", "H", "H", "H", "H", "H", "H", "H", "C", "P", "C", "C", "H", "H", "H", "H", "H", "H", "H", "H", "H"],
  "positions_angstrom": [[1.1774, -1.3976, -2.0800], [0.5108, 0.4593, -1.5245], [-0.3314, 2.5208, -1.0673], [0.8623, 0.9556, -2.9583], [-1.2590, 2.6805, -1.4857], [1.9869, 0.8322, -1.4134], [1.8752, -1.3639, -2.9292], [0.2613, -1.9458, -2.3816], [1.6621, -1.9165, -1.2336], [-0.4194, 2.7729, -0.0740], [0.2826, 3.2329, -1.4847], [0.5679, -0.5654, 2.4113], [-0.0224, -0.1744, 0.7251], [-0.6450, -1.8612, 0.4019], [-1.3467, 0.9260, 1.3399], [1.3538, -1.3472, 2.3533], [-0.2534, -0.9365, 3.0599], [1.0089, 0.3447, 2.8688], [-1.2281, -2.2280, 1.2720], [-1.3228, -1.8390, -0.4756], [0.1828, -2.5734, 0.2302], [-1.9053, 0.4326, 2.1620], [-0.9249, 1.8619, 1.7565], [-2.0735, 1.1294, 0.5269]],
  "atomic_forces_ev_per_a": [[-0.8, -1.6, 0.4], [1.0, -0.2, -0.6], [-0.9, 1.3, 0.5], [-1.0, 1.2, -1.9], [0.5, -0.2, 0.2], [2.1, 1.0, 1.0], [-0.3, 0.4, 0.3], [0.5, -0.4, -0.1], [0.0, -0.2, -0.3], [0.0, 0.0, -0.4], [-0.1, -0.8, 0.0], [1.2, 0.0, 0.6], [0.2, -0.2, 0.3], [-1.6, -0.4, 0.4], [-1.6, -0.5, 0.3], [-0.4, 0.5, 0.1], [0.3, 0.2, -0.4], [-0.2, -0.6, -0.1], [0.2, 0.0, -0.3], [0.6, -0.2, 0.4], [-0.3, 0.7, -0.1], [0.1, 0.3, -0.2], [-0.1, -0.5, -0.4], [0.5, 0.2, 0.5]],
  "total_charge": -1,
  "homo_ev": [-1.2, -1.2],
  "homo_lumo_gap_ev": [4.29, 4.29]
}

[7]
{
  "formula": "C4H17O10",
  "method": "wB97M-V/def2-TZVPD",
  "species": ["O", "C", "O", "C", "C", "C", "O", "O", "H", "H", "H", "H", "H", "H", "H", "O", "H", "H", "O", "H", "H", "O", "H", "H", "O", "H", "H", "O", "H", "H", "O"],
  "positions_angstrom": [[-0.1581, -0.7266, -2.2174], [0.2274, -0.3204, -1.0996], [-0.4992, -0.0816, -0.0915], [1.7230, 0.0278, -1.0320], [2.2703, -0.0503, 0.3905], [2.5302, -1.4484, 0.8601], [2.4265, -1.5988, 2.2299], [2.7418, -2.4001, 0.1649], [1.8064, 1.0711, -1.3434], [2.3111, -0.5000, -1.7777], [3.2038, 0.5192, 0.4509], [1.5653, 0.4425, 1.0504], [1.9306, -2.3916, 2.4194], [-0.2081, 2.7915, 2.1725], [-0.3078, 1.5740, 1.2527], [-0.1422, 2.5214, 1.2463], [-1.7621, -0.4042, -3.1399], [-2.5901, 0.5350, -2.1668], [-2.5869, 0.1113, -3.0344], [0.3665, -0.1559, 2.8692], [1.5285, 0.1190, 3.6726], [0.5610, 0.2592, 3.7176], [-2.7496, -2.1536, -0.5247], [-2.5141, -1.8516, -1.9814], [-2.9789, -2.4658, -1.4140], [-0.5456, 2.2080, -2.8890], [-0.3289, 1.9830, -1.4810], [-0.2983, 2.7236, -2.0996], [-2.6876, -0.6533, 0.7748], [-2.0152, 0.4193, 1.4619], [-2.8196, -0.1036, 1.5590]],
  "atomic_forces_ev_per_a": [[0.0, -0.1, 0.3], [0.0, -0.1, -0.8], [0.2, -0.1, 0.1], [0.1, 0.4, 0.5], [0.5, 0.3, -0.4], [-0.5, -0.6, -0.1], [0.0, 1.1, 0.0], [0.0, 0.1, 0.0], [-0.2, 0.2, 0.1], [-0.1, -0.5, 0.2], [0.1, -0.1, 0.1], [0.0, 0.0, 0.2], [0.1, -0.8, 0.0], [0.0, -0.1, -0.2], [0.1, -0.3, -0.4], [0.0, 0.4, 0.4], [0.0, 0.7, 0.8], [0.5, -0.3, -0.1], [-0.5, 0.0, -0.7], [-0.7, 0.0, -0.1], [-0.5, 0.3, 0.5], [1.1, -0.3, -0.4], [0.0, -0.3, -0.5], [0.2, 0.4, -0.3], [-0.2, -0.3, 0.8], [0.1, 0.6, 0.0], [0.0, 0.3, 0.7], [-0.2, -0.9, -0.7], [-0.2, 0.0, 0.1], [-0.1, 0.2, 0.2], [0.2, -0.1, -0.2]],
  "relative_energy_kcal_mol": 0.00,
  "total_charge": -1,
  "homo_ev": -6.2,
  "homo_lumo_gap_ev": 8.96
}

[8]
{
  "formula": "C4H18BaO6",
  "method": "wB97M-V/def2-TZVPD",
  "species": ["Ba", "O", "H", "O", "H", "C", "O", "H", "H", "H", "H", "C", "O", "H", "H", "H", "H", "C", "O", "H", "H", "H", "H", "C", "O", "H", "H", "H", "H"],
  "positions_angstrom": [[-24.2374, 14.8710, 25.5113], [-24.9416, 12.5007, 24.4337], [-25.7073, 12.4801, 23.8272], [-25.2687, 16.9298, 24.0570], [-25.8200, 17.7342, 24.1170], [-20.4011, 14.6222, 26.7587], [-21.6481, 15.3033, 26.6056], [-19.8812, 14.7017, 25.8040], [-19.7728, 15.0106, 27.5602], [-20.6751, 13.5845, 26.9486], [-21.4261, 16.2161, 26.8037], [-26.6925, 13.3777, 27.6085], [-25.3252, 13.1538, 27.4739], [-27.1596, 12.4306, 27.8788], [-26.9984, 14.0559, 28.4051], [-27.1735, 13.6172, 26.6601], [-25.0603, 12.2539, 27.6776], [-21.6026, 17.2599, 23.3972], [-22.7391, 16.5383, 23.6869], [-20.7792, 16.6364, 23.7457], [-21.5686, 17.5031, 22.3352], [-21.6438, 18.1949, 23.9558], [-23.5955, 16.9658, 23.6129], [-24.9328, 17.7219, 27.9890], [-24.4802, 16.3801, 27.7461], [-24.1546, 18.1647, 28.6106], [-25.0462, 18.1150, 26.9787], [-25.9372, 17.6970, 28.4116], [-24.3306, 15.8889, 28.5573]],
  "atomic_forces_ev_per_a": [[0.2, 2.3, -0.8], [-0.2, -0.3, -0.2], [0.0, -0.2, -0.1], [0.2, -0.4, 1.0], [0.5, -0.8, -0.1], [-0.1, -0.8, -0.7], [0.0, 0.5, 0.6], [0.3, -0.2, 0.1], [-0.2, 0.0, 0.1], [0.4, 0.0, 0.1], [-0.5, 0.4, -0.2], [-2.0, -1.5, 0.4], [1.7, 0.7, -0.4], [-0.2, 0.0, 0.1], [0.5, 0.4, -0.2], [0.2, 0.5, -0.1], [-0.3, 0.0, 0.2], [0.0, 0.7, 0.1], [-0.2, -2.6, 0.8], [0.3, 0.3, -0.4], [0.5, -0.1, -0.1], [0.5, 0.2, 0.0], [-1.4, 1.1, -0.2], [0.0, -0.7, -0.4], [0.0, -1.0, -0.4], [-0.5, 0.7, -0.1], [0.4, 0.5, 0.2], [0.2, 0.2, 0.4], [-0.1, 0.2, 0.3]],
  "spin_multiplicity": 2,
  "relative_energy_kcal_mol": 0.00,
  "total_charge": 1,
  "homo_ev": [-11.4, -11.4],
  "homo_lumo_gap_ev": [8.25, 4.23]
}

Number 1: largest force on an atom 5.437 eV Å⁻¹. Number 2: largest force on an atom 4.443 eV Å⁻¹. Number 3: largest force on an atom 2.614 eV Å⁻¹. Number 4: largest force on an atom 6.007 eV Å⁻¹. Number 5: largest force on an atom 2.172 eV Å⁻¹. Number 6: largest force on an atom 2.552 eV Å⁻¹. Number 7: largest force on an atom 1.165 eV Å⁻¹. Number 8: largest force on an atom 2.731 eV Å⁻¹.